12
Properties=species:S:1:pos:R:3 method="wB97M-V/def2-TZVPD" homo_energy_ev=-4.3 total_charge=-1 relative_energy_kj_mol=214.6 gap_ev=8.7 lumo_energy_ev=4.4
C -1.309 -1.097 1.786
C -1.124 -0.059 0.906
N 0.048 0.614 0.657
H -0.680 -1.300 2.691
H -2.123 -1.831 1.434
H -1.851 -0.040 0.107
H 0.554 0.100 -0.139
H 0.056 1.627 0.801
O 1.540 1.651 -1.442
C 1.628 0.518 -2.075
O 1.289 -0.684 -1.590
H 1.972 0.501 -3.137

---

12
Properties=species:S:1:pos:R:3 method="wB97M-V/def2-TZVPD" homo_energy_ev=-8.4 smiles="OP1(O)=CO1.N" relative_energy_kj_mol=275.1 gap_ev=8.9 lumo_energy_ev=0.5
O -1.493 0.062 0.145
P -0.956 0.124 1.696
O -2.415 0.186 2.411
C 0.666 -0.081 2.217
O -0.087 1.329 1.926
H -0.664 0.052 -0.406
H -3.206 0.310 1.938
H 0.601 -0.218 3.339
N 0.576 -0.239 -1.638
H 1.277 -0.891 -1.020
H 0.258 -0.680 -2.446
H 1.295 0.430 -2.065

---

41
Properties=species:S:1:pos:R:3 method="wB97M-V/def2-TZVPD" homo_energy_ev=-8.5 gap_ev=7.9 lumo_energy_ev=-0.7
C -3.724 -4.197 0.401
C -2.672 -3.108 0.194
P -2.821 -2.301 -1.461
C -4.576 -1.760 -1.495
C -5.212 -1.080 -0.261
C -1.809 -0.798 -1.186
C -0.474 -0.866 -1.733
C 0.421 0.140 -1.624
C 0.016 1.314 -0.945
N 0.746 2.412 -0.718
S -0.177 3.415 0.114
N -1.529 2.559 0.243
C -1.298 1.401 -0.393
C -2.207 0.322 -0.518
H -3.583 -4.670 1.374
H -3.655 -4.959 -0.375
H -4.725 -3.770 0.407
H -1.661 -3.508 0.252
H -2.765 -2.343 0.970
H -5.143 -2.663 -1.724
H -4.705 -1.106 -2.359
H -6.292 -1.236 -0.277
H -4.822 -1.482 0.672
H -5.058 -0.005 -0.287
H -0.180 -1.766 -2.257
H 1.416 0.067 -2.039
H -3.184 0.406 -0.076
O 6.288 -0.282 0.582
C 5.754 0.721 0.967
O 4.526 1.019 0.497
C 3.733 2.092 1.014
C 4.059 3.410 0.343
C 6.446 1.683 1.907
H 3.818 2.149 2.101
H 2.704 1.823 0.789
H 5.086 3.720 0.539
H 3.391 4.193 0.703
H 3.939 3.318 -0.736
H 7.040 2.376 1.313
H 7.115 1.108 2.540
H 5.772 2.251 2.543

---

21
Properties=species:S:1:pos:R:3 method="wB97M-V/def2-TZVPD" homo_energy_ev=-10.9 smiles=CC1CCCC1.O relative_energy_kj_mol=58.4 gap_ev=11.9 lumo_energy_ev=0.9
C 0.481 2.195 0.704
C 0.689 0.659 0.687
C -0.609 -0.091 1.035
C -0.302 -1.560 0.563
C 0.652 -1.466 -0.590
C 1.028 0.029 -0.746
H -0.227 2.511 -0.081
H 1.446 2.700 0.532
H 0.086 2.515 1.683
H 1.405 0.332 1.468
H -0.803 0.057 2.114
H -1.393 0.455 0.474
H -1.230 -2.145 0.416
H 0.292 -2.062 1.351
H 0.347 -1.985 -1.519
H 1.597 -1.927 -0.242
H 0.490 0.555 -1.558
H 2.113 0.142 -0.932
O -2.181 -0.004 -1.998
H -2.395 -0.962 -2.056
H -1.487 0.054 -1.303

---

13
Properties=species:S:1:pos:R:3 method="wB97M-V/def2-TZVPD" homo_energy_ev=-9.3 smiles="O=CN1Cc2nocc21" relative_energy_kj_mol=418.8 gap_ev=9.8 lumo_energy_ev=0.6
O -3.059 -0.058 0.125
C -2.058 0.644 0.017
N -0.801 0.132 -0.027
C -0.496 -1.302 -0.021
C 0.963 -0.838 -0.058
N 2.204 -1.025 0.056
O 2.712 0.271 0.099
C 1.705 1.162 0.063
C 0.535 0.503 -0.124
H -2.003 1.778 -0.195
H -0.908 -1.828 -0.852
H -0.899 -1.655 0.934
H 2.104 2.215 -0.017

---

10
Properties=species:S:1:pos:R:3 method="wB97M-V/def2-TZVPD" homo_energy_ev=-9.7 smiles="NNC(N)=O" relative_energy_kj_mol=51.9 gap_ev=10.4 lumo_energy_ev=0.8
N -1.586 -0.496 0.703
N -0.503 0.312 0.255
C 0.430 -0.379 -0.512
N 1.591 0.323 -0.736
O 0.113 -1.402 -1.006
H -2.453 0.139 0.717
H -1.511 -0.837 1.707
H -0.140 1.026 0.857
H 1.933 1.254 -0.356
H 2.126 0.059 -1.628

---

126
Properties=species:S:1:pos:R:3 method="wB97M-V/def2-TZVPD" homo_energy_ev=-8.9 smiles="CC(=O)N(C)CCCCc1cccc2c1C(=O)c1ccccc1C2=O.COCCOC.COCCOC.COCCOC.COCCOC.COCCOC" gap_ev=8.3 lumo_energy_ev=-0.6
C 8.500 -0.290 1.575
C 8.192 -0.075 0.026
O 8.051 1.077 -0.329
N 8.100 -1.197 -0.936
C 8.582 -0.733 -2.276
C 6.653 -1.550 -0.983
C 6.346 -3.113 -1.034
C 4.996 -3.437 -1.821
C 3.761 -3.653 -0.852
C 3.712 -2.447 0.133
C 4.302 -2.568 1.491
C 4.291 -1.458 2.451
C 3.670 -0.172 2.104
C 3.078 -0.038 0.783
C 3.102 -1.158 -0.191
C 2.395 -0.878 -1.565
O 2.862 -1.205 -2.631
C 1.046 -0.087 -1.432
C -0.156 -0.445 -2.204
C -1.369 0.362 -1.941
C -1.371 1.485 -0.989
C -0.166 1.833 -0.216
C 1.021 1.028 -0.460
C 2.350 1.281 0.338
O 2.796 2.378 0.565
H 7.610 0.034 2.176
H 9.351 0.379 1.889
H 8.766 -1.369 1.803
H 7.769 -0.269 -2.893
H 9.012 -1.639 -2.782
H 9.386 0.047 -2.158
H 6.092 -1.035 -1.820
H 6.174 -1.173 -0.030
H 7.177 -3.587 -1.637
H 6.352 -3.606 -0.026
H 5.106 -4.358 -2.469
H 4.852 -2.587 -2.543
H 2.798 -3.866 -1.379
H 3.990 -4.566 -0.223
H 4.796 -3.514 1.815
H 4.724 -1.551 3.472
H 3.601 0.699 2.796
H -0.149 -1.301 -2.920
H -2.288 0.068 -2.511
H -2.313 2.064 -0.832
H -0.123 2.653 0.535
C -5.884 -0.742 -2.432
O -5.156 0.135 -3.279
C -5.984 0.758 -4.256
C -6.292 2.198 -3.878
O -7.131 2.262 -2.730
C -6.415 2.607 -1.553
H -5.233 -1.037 -1.608
H -6.771 -0.257 -2.018
H -6.177 -1.640 -2.986
H -6.906 0.189 -4.410
H -5.425 0.755 -5.197
H -6.841 2.667 -4.701
H -5.370 2.766 -3.722
H -6.123 3.662 -1.591
H -5.527 1.982 -1.423
H -7.074 2.458 -0.697
C -9.688 3.325 -0.730
O -9.321 2.740 0.511
C -9.509 3.627 1.610
C -10.765 3.273 2.395
O -11.940 3.532 1.632
C -12.512 2.348 1.101
H -9.691 2.541 -1.489
H -10.685 3.770 -0.686
H -8.955 4.085 -1.015
H -9.538 4.668 1.273
H -8.641 3.510 2.266
H -10.815 3.910 3.283
H -10.737 2.231 2.730
H -12.975 1.763 1.903
H -11.769 1.738 0.582
H -13.286 2.635 0.388
C 8.456 -6.642 4.930
O 8.721 -7.289 3.695
C 7.614 -7.235 2.803
C 7.829 -6.190 1.720
O 7.806 -4.872 2.260
C 9.104 -4.323 2.378
H 9.394 -6.564 5.481
H 8.057 -5.635 4.780
H 7.751 -7.235 5.520
H 6.681 -7.048 3.346
H 7.536 -8.218 2.331
H 7.004 -6.254 1.002
H 8.761 -6.375 1.179
H 9.497 -4.080 1.385
H 9.788 -5.004 2.891
H 9.028 -3.404 2.959
C -7.973 1.165 4.647
O -7.672 2.526 4.925
C -7.769 2.829 6.312
C -6.394 2.922 6.954
O -5.757 1.650 6.998
C -4.758 1.509 6.001
H -7.706 0.960 3.610
H -7.406 0.488 5.292
H -9.045 0.987 4.775
H -8.393 2.094 6.831
H -8.259 3.803 6.393
H -6.512 3.255 7.990
H -5.770 3.655 6.433
H -3.889 2.125 6.251
H -5.133 1.785 5.012
H -4.448 0.464 5.976
C 3.131 0.527 -5.295
O 3.854 1.406 -6.143
C 3.024 2.036 -7.110
C 2.720 3.474 -6.722
O 1.888 3.533 -5.569
C 2.610 3.868 -4.393
H 3.785 0.226 -4.478
H 2.247 1.011 -4.872
H 2.832 -0.368 -5.851
H 2.099 1.470 -7.262
H 3.577 2.037 -8.054
H 2.167 3.949 -7.538
H 3.645 4.039 -6.567
H 2.905 4.922 -4.423
H 3.496 3.240 -4.271
H 1.954 3.714 -3.536

---

93
Properties=species:S:1:pos:R:3 method="wB97M-V/def2-TZVPD" homo_energy_ev="-9.4 / -10.6" s_squared=2.05 total_charge=+1 gap_ev="7.1 / 7.5" spin_multiplicity=3 lumo_energy_ev="-2.3 / -3.2"
Pt -1.415 -0.438 0.161
O -0.712 -2.778 0.675
C 0.301 -3.165 -0.265
C 0.619 -1.375 -1.996
C 0.867 -1.415 -3.475
C 1.127 -0.421 -4.314
C 1.105 1.053 -4.068
C 0.011 0.912 -1.835
N -0.217 -0.312 -1.551
H -1.513 -3.282 0.479
H 0.330 -4.261 -0.296
H 1.235 -2.780 0.150
H 0.937 -2.427 -3.848
H 1.334 -0.680 -5.344
H 1.970 1.504 -4.570
H -0.695 1.650 -1.455
C 2.384 5.139 -2.431
C 2.384 3.643 -2.349
C 3.599 2.966 -2.108
C 3.610 1.599 -1.833
C 4.873 0.968 -1.321
C 2.468 0.826 -1.938
As 2.587 -1.046 -1.486
N 0.134 -2.678 -1.591
C -1.050 -3.140 -2.265
C -0.928 -4.165 -3.198
C -2.037 -4.607 -3.899
C -3.279 -4.041 -3.663
C -3.415 -3.053 -2.702
C -2.307 -2.603 -2.007
C 2.745 -1.128 0.521
C 2.132 -0.303 1.464
C 1.274 0.864 1.093
C 2.276 -0.579 2.822
C 3.025 -1.648 3.278
C 3.155 -1.949 4.739
C 3.668 -2.439 2.332
C 3.542 -2.198 0.975
C 4.263 -3.097 0.010
C 1.217 1.431 -2.546
C -0.166 1.633 -4.705
C 1.238 2.929 -2.466
H 3.163 5.562 -1.801
H 1.422 5.547 -2.130
H 2.578 5.450 -3.459
H 4.510 3.536 -2.024
H 5.705 1.665 -1.371
H 5.120 0.074 -1.905
H 4.741 0.661 -0.279
H 0.046 -4.600 -3.374
H -1.931 -5.390 -4.635
H -4.138 -4.355 -4.233
H -4.384 -2.627 -2.503
H -2.417 -1.792 -1.271
H 1.610 1.342 0.174
H 1.261 1.603 1.890
H 0.228 0.512 0.957
H 1.777 0.064 3.534
H 2.532 -1.287 5.337
H 4.189 -1.829 5.059
H 2.865 -2.979 4.941
H 4.276 -3.265 2.671
H 4.801 -3.873 0.545
H 4.978 -2.520 -0.582
H 3.560 -3.571 -0.679
H -1.055 1.291 -4.177
H -0.231 1.294 -5.737
H -0.147 2.719 -4.710
H 0.291 3.435 -2.575
O -2.461 1.756 0.675
S -2.727 0.732 1.718
C -4.477 0.920 2.115
C -5.080 2.110 1.753
C -6.427 2.289 2.015
C -7.148 1.278 2.629
C -6.530 0.091 2.991
C -5.182 -0.096 2.730
C -2.076 1.450 3.245
C -1.539 2.721 3.181
C -1.048 3.311 4.332
C -1.101 2.622 5.534
C -1.636 1.344 5.585
C -2.125 0.746 4.436
H -4.489 2.867 1.261
H -6.910 3.212 1.734
H -8.202 1.412 2.821
H -7.098 -0.691 3.468
H -4.689 -1.021 2.995
H -1.517 3.230 2.228
H -0.628 4.303 4.291
H -0.720 3.081 6.433
H -1.672 0.811 6.523
H -2.544 -0.249 4.466

---

102
Properties=species:S:1:pos:R:3 method="wB97M-V/def2-TZVPD" homo_energy_ev="-7.4 / -7.4" s_squared=6.01 gap_ev="7.4 / 7.3" spin_multiplicity=5 lumo_energy_ev="0.0 / -0.1"
Fe -0.173 -1.856 1.095
O 1.724 -1.950 -5.839
C 0.609 -1.841 -5.350
O -0.482 -1.488 -5.792
C 0.542 -2.220 -3.810
C -0.652 -2.650 -3.257
C -0.713 -2.865 -1.879
N 0.335 -2.629 -1.100
C 1.491 -2.226 -1.618
C 1.647 -2.044 -2.994
C 2.530 -1.921 -0.619
C 3.743 -1.312 -0.942
C 4.631 -1.011 0.077
C 4.296 -1.336 1.382
C 3.070 -1.941 1.611
N 2.206 -2.211 0.648
C -1.926 -3.293 -1.164
C -3.162 -3.408 -1.799
C -4.257 -3.827 -1.066
C -4.086 -4.144 0.272
C -2.827 -3.967 0.825
N -1.782 -3.539 0.143
H -1.500 -2.782 -3.911
H 2.582 -1.748 -3.447
H 3.986 -1.077 -1.965
H 5.571 -0.529 -0.150
H 4.967 -1.123 2.200
H 2.762 -2.234 2.604
H -3.267 -3.151 -2.841
H -5.227 -3.913 -1.534
H -4.909 -4.496 0.876
H -2.649 -4.179 1.869
C 4.778 4.188 1.932
C 3.974 4.377 0.645
C 4.928 4.682 -0.510
C 4.158 4.851 -1.809
C 3.329 3.626 -2.054
C 3.009 3.268 -3.344
C 2.241 2.134 -3.584
F 1.953 1.824 -4.854
C 1.767 1.365 -2.552
C 2.050 1.730 -1.231
C 1.395 0.985 -0.146
O 0.630 0.037 -0.389
C 1.682 1.489 1.164
C 2.539 2.531 1.331
N 3.155 3.199 0.335
C 2.863 2.855 -0.970
C 0.958 0.973 2.404
O 1.354 1.346 3.503
O -0.057 0.245 2.188
H 5.517 4.981 2.007
H 5.296 3.233 1.915
H 4.154 4.236 2.818
H 3.293 5.233 0.766
H 5.643 3.866 -0.619
H 5.482 5.593 -0.278
H 4.841 5.010 -2.645
H 3.508 5.730 -1.749
H 3.340 3.869 -4.177
H 1.154 0.499 -2.732
H 2.713 2.860 2.345
C -0.626 -5.427 4.996
N -1.125 -4.095 4.751
C -1.975 -3.478 5.600
C -2.369 -2.196 5.411
C -1.804 -1.498 4.294
N -1.047 -2.152 3.429
C -0.680 -3.426 3.593
O 0.032 -3.992 2.775
N -1.988 -0.207 4.055
H -0.935 -5.767 5.983
H 0.462 -5.415 4.932
H -0.998 -6.115 4.236
H -2.315 -4.063 6.444
H -3.046 -1.709 6.091
H -2.478 0.381 4.706
H -1.339 0.168 3.342
O -2.177 -0.794 0.435
S -2.041 0.683 0.430
C -3.767 1.271 0.333
C -4.752 0.509 -0.268
C -6.052 0.986 -0.309
C -6.362 2.215 0.250
C -5.371 2.971 0.855
C -4.069 2.502 0.891
C -1.779 1.149 -1.302
C -1.319 2.425 -1.577
C -1.067 2.782 -2.890
C -1.265 1.860 -3.906
C -1.733 0.587 -3.622
C -2.001 0.234 -2.312
H -4.500 -0.454 -0.683
H -6.827 0.403 -0.781
H -7.375 2.586 0.218
H -5.615 3.923 1.302
H -3.286 3.080 1.362
H -1.165 3.130 -0.772
H -0.705 3.774 -3.120
H -1.047 2.126 -4.928
H -1.857 -0.118 -4.430
H -2.364 -0.748 -2.052

---

50
Properties=species:S:1:pos:R:3 method="wB97M-V/def2-TZVPD" homo_energy_ev="-16.6 / -16.6" total_charge=+3 gap_ev="7.2 / 7.2" lumo_energy_ev="-9.4 / -9.4"
Ta -0.270 -0.068 1.157
C -1.702 -3.645 0.936
C -1.606 -2.710 -0.226
C -1.996 -2.940 -1.542
C -1.704 -1.737 -2.190
C -1.817 -1.550 -3.674
N -1.240 -0.825 -1.328
N -1.206 -1.428 -0.043
B -0.415 0.456 -1.570
N 1.158 0.168 -1.076
N 1.537 -0.078 0.271
C 2.893 -0.252 0.248
C 3.702 -0.797 1.414
C 3.346 -0.014 -1.052
C 2.250 0.242 -1.868
C 2.170 0.613 -3.264
N -0.960 1.720 -0.826
N -1.030 1.756 0.581
C -1.693 2.893 0.914
C -1.925 3.322 2.351
C -2.063 3.552 -0.236
C -1.657 2.744 -1.276
C -1.923 2.893 -2.743
H -0.712 -3.485 1.599
H -2.578 -3.517 1.623
H -1.673 -4.585 0.632
H -2.462 -3.898 -2.033
H -0.945 -1.983 -4.243
H -2.663 -2.051 -4.035
H -2.003 -0.516 -3.938
H -0.326 0.738 -2.751
H 3.225 -0.644 2.398
H 3.947 -1.829 1.337
H 4.654 -0.284 1.361
H 4.381 0.107 -1.444
H 1.520 -0.101 -3.835
H 1.959 1.642 -3.424
H 3.176 0.378 -3.696
H -2.188 2.458 3.005
H -1.016 3.797 2.724
H -2.800 3.967 2.464
H -2.669 4.408 -0.277
H -2.923 3.246 -3.083
H -1.288 3.722 -3.129
H -1.779 2.054 -3.453
Se 4.648 -0.995 8.512
Sb 3.164 -3.057 7.712
Se 2.475 -1.875 9.591
Se 1.207 -1.443 7.908
Se -0.181 -0.569 3.516

---

Asked for strongest force on any atom across the records above, the calculation gives 4.2, 5.4, 0.8, 2.2, 2.8, 3.6, 3.2, 1.4, 2.7, 6.0 eV/Å in order.